[1]
{
  "formula": "C2H14O4",
  "method": "ωB97M-V/def2-TZVPD",
  "species": ["C", "C", "H", "H", "H", "H", "H", "H", "O", "H", "H", "O", "H", "H", "O", "H", "H", "O", "H", "H"],
  "positions_angstrom": [[-2.9884, 0.2891, 1.7669], [-2.8726, 1.1115, 0.4564], [-3.3014, -0.7397, 1.6050], [-3.7059, 0.7476, 2.4453], [-2.0581, 0.2913, 2.3370], [-3.5634, 0.6951, -0.2689], [-3.1531, 2.1275, 0.7315], [-1.8707, 1.1656, 0.0372], [0.6276, -0.4473, 2.1364], [1.0819, -0.1021, 1.3532], [-0.2871, -0.3659, 1.8293], [3.0947, -0.4942, -3.6310], [2.9417, -0.0809, -2.7659], [3.2776, -1.3986, -3.3549], [1.2838, -2.3245, -1.0100], [1.0891, -2.1454, -0.0825], [0.6002, -1.8512, -1.5000], [3.5884, 1.0713, -0.9092], [3.2499, 0.6539, -0.1085], [2.9658, 1.7968, -1.0674]],
  "forces_ev_per_a": [[0.356, 0.241, -0.117], [-0.310, -0.170, 1.113], [0.108, -0.069, -0.056], [-0.189, -0.045, -0.108], [0.039, -0.072, -0.016], [-0.020, 0.280, -0.266], [-0.074, 0.114, -0.482], [0.062, -0.259, -0.037], [-0.197, 0.187, -0.943], [0.277, -0.048, 0.390], [-0.074, -0.164, 0.449], [-0.206, -0.074, 0.584], [0.222, 0.192, -0.244], [0.043, -0.135, -0.263], [-0.083, 0.280, 0.053], [-0.002, -0.144, 0.006], [0.097, -0.118, -0.009], [-0.541, 0.149, -0.003], [0.197, -0.054, -0.041], [0.295, -0.092, -0.008]],
  "lowdin_charge": [-0.16, -0.15, 0.06, 0.06, 0.04, 0.06, 0.06, 0.05, -0.05, 0.02, 0.01, -0.07, -0.01, 0.03, -0.05, 0.01, 0.04, -0.04, 0.03, 0.05]
}


[2]
{
  "formula": "C9H25AsBF4P2Pt",
  "method": "ωB97M-V/def2-TZVPD",
  "total_charge": 1,
  "species": ["Pt", "C", "P", "C", "C", "C", "P", "C", "C", "H", "H", "H", "H", "H", "H", "H", "H", "H", "H", "H", "H", "H", "H", "H", "H", "C", "As", "C", "C", "H", "H", "H", "H", "H", "H", "H", "H", "H", "F", "B", "F", "F", "F"],
  "positions_angstrom": [[0.1244, -0.3430, 0.2969], [3.3658, -0.9759, 1.6022], [2.4068, -0.1840, 0.3023], [3.0436, -0.8052, -1.2711], [2.8200, 1.6007, 0.3383], [1.7888, 2.3100, -0.5394], [0.1157, 1.8189, 0.0318], [-1.0070, 2.5614, -1.1704], [-0.1241, 2.7469, 1.5676], [4.4224, -0.7826, 1.4102], [3.1858, -2.0500, 1.5971], [3.0875, -0.5699, 2.5735], [4.0646, -0.4455, -1.4073], [2.4128, -0.4768, -2.0951], [3.0352, -1.8962, -1.2621], [3.8439, 1.7916, 0.0144], [2.7390, 1.9377, 1.3743], [1.8812, 2.0015, -1.5837], [1.8936, 3.3963, -0.5117], [-0.7786, 3.6254, -1.2527], [-2.0447, 2.4499, -0.8590], [-0.8731, 2.0866, -2.1416], [0.0810, 3.8039, 1.3919], [0.5406, 2.3657, 2.3407], [-1.1494, 2.6373, 1.9204], [-3.4488, 0.3430, 1.1227], [-2.3144, -0.8700, 0.1163], [-2.9255, -0.5836, -1.6962], [-3.0464, -2.5829, 0.6074], [-4.4887, 0.2272, 0.8201], [-3.1374, 1.3728, 0.9550], [-3.3636, 0.1197, 2.1853], [-3.9203, -1.0101, -1.8183], [-2.2396, -1.0636, -2.3908], [-2.9697, 0.4852, -1.8891], [-4.1286, -2.4742, 0.5486], [-2.7458, -2.8372, 1.6209], [-2.6906, -3.3519, -0.0706], [-0.0653, -2.5198, -1.5925], [0.5037, -3.3518, -0.6155], [0.6925, -2.4147, 0.5825], [1.7634, -3.7625, -0.9444], [-0.3510, -4.3303, -0.2091]],
  "forces_ev_per_a": [[0.200, -1.144, 0.190], [-0.110, -0.030, 0.020], [0.167, 0.506, -0.293], [0.072, -0.064, 0.093], [-0.049, -0.091, -0.022], [-0.073, 0.023, 0.078], [0.005, 0.447, -0.011], [0.009, 0.002, 0.028], [-0.081, -0.004, -0.052], [0.011, -0.026, 0.039], [-0.033, 0.003, -0.037], [0.018, -0.006, 0.015], [0.014, -0.037, -0.050], [0.021, 0.045, -0.013], [-0.048, 0.016, 0.026], [-0.014, -0.060, -0.055], [0.027, 0.014, 0.012], [0.017, -0.011, -0.004], [-0.029, 0.002, 0.043], [-0.025, 0.000, -0.028], [0.007, -0.010, 0.017], [-0.005, -0.001, -0.010], [-0.010, 0.007, 0.026], [0.013, 0.019, 0.011], [0.003, -0.028, -0.015], [0.028, -0.066, 0.048], [0.068, 0.640, -0.112], [-0.035, -0.163, 0.011], [0.192, 0.017, 0.040], [0.014, -0.013, -0.027], [-0.036, 0.003, -0.008], [0.021, 0.010, -0.001], [-0.012, 0.018, 0.019], [0.022, 0.002, 0.020], [0.012, 0.021, -0.053], [0.001, -0.086, 0.001], [-0.014, -0.004, 0.014], [0.044, -0.038, -0.053], [0.014, 0.024, 0.118], [-0.153, -0.067, -0.196], [-0.354, 0.087, 0.141], [0.061, -0.013, -0.004], [0.020, 0.054, 0.034]],
  "lowdin_charge": [0.65, -0.20, 0.73, -0.20, -0.37, -0.38, 0.61, -0.23, -0.22, 0.07, 0.06, 0.06, 0.07, 0.06, 0.05, 0.10, 0.08, 0.09, 0.10, 0.07, 0.04, 0.06, 0.07, 0.05, 0.05, -0.28, 0.99, -0.26, -0.24, 0.04, 0.00, 0.04, 0.05, 0.03, 0.01, 0.05, 0.05, 0.04, 0.08, -1.24, -0.16, 0.17, 0.18]
}


[3]
{
  "formula": "C37H36BBr2F2N5OSSr",
  "method": "ωB97M-V/def2-TZVPD",
  "species": ["Sr", "C", "C", "C", "C", "C", "C", "C", "C", "C", "C", "C", "C", "H", "H", "H", "H", "H", "H", "H", "H", "H", "H", "H", "H", "H", "H", "H", "H", "H", "H", "Br", "C", "C", "C", "C", "C", "C", "N", "N", "C", "C", "C", "C", "O", "C", "N", "C", "C", "C", "C", "H", "H", "H", "H", "H", "H", "H", "H", "H", "S", "C", "N", "C", "C", "C", "C", "H", "H", "H", "H", "H", "Br", "C", "C", "C", "C", "C", "N", "H", "H", "H", "H", "F", "B", "F"],
  "positions_angstrom": [[0.5171, -1.1497, -0.1701], [2.6445, 1.6564, 1.2939], [2.8111, 0.2224, 0.8698], [2.5455, -0.8028, 1.7903], [2.0375, -0.4432, 3.1631], [2.7576, -2.1507, 1.4446], [2.6930, -3.1832, 2.5425], [3.0499, -2.4829, 0.1042], [3.1961, -3.9081, -0.3613], [3.2113, -1.4520, -0.8497], [3.4174, -1.8309, -2.3158], [3.1947, -0.1020, -0.4485], [3.5916, 1.0000, -1.3977], [1.5925, 1.9533, 1.2312], [3.2138, 2.3356, 0.6667], [2.9629, 1.8046, 2.3246], [2.8551, -0.1461, 3.8264], [1.5183, -1.2761, 3.6308], [1.3357, 0.3879, 3.1048], [3.1650, -2.7928, 3.4439], [3.2118, -4.0977, 2.2762], [1.6673, -3.4543, 2.7993], [2.3486, -4.2134, -0.9776], [3.2576, -4.6121, 0.4610], [4.0943, -4.0238, -0.9696], [4.4666, -2.0392, -2.5420], [3.0860, -1.0441, -2.9885], [2.8499, -2.7241, -2.5754], [4.3553, 1.6245, -0.9319], [2.7497, 1.6463, -1.6494], [4.0164, 0.6177, -2.3192], [0.3861, 7.5227, 4.8624], [-0.2905, 7.2179, 3.1180], [-1.5807, 7.6156, 2.8071], [-2.0645, 7.3979, 1.5281], [-1.2789, 6.7523, 0.5839], [0.0228, 6.3797, 0.9018], [0.5215, 6.6141, 2.1692], [-1.7777, 6.6283, -0.7586], [-1.8222, 5.5338, -1.3398], [-1.4958, 4.3131, -0.6963], [-1.8796, 3.9752, 0.5816], [-1.6326, 2.7124, 1.1172], [-0.9701, 1.7197, 0.3926], [-0.7195, 0.5497, 0.8634], [-0.5585, 2.0669, -0.9568], [0.1080, 1.1143, -1.6626], [0.4376, 1.3639, -2.9059], [0.1428, 2.5778, -3.5533], [-0.4907, 3.5618, -2.8501], [-0.8622, 3.3304, -1.5053], [-2.1966, 8.0993, 3.5519], [-3.0609, 7.7200, 1.2554], [0.6388, 5.8974, 0.1542], [1.5326, 6.3270, 2.4221], [-2.4102, 4.6991, 1.1851], [-1.9686, 2.4725, 2.1179], [0.9418, 0.5676, -3.4450], [0.4193, 2.7168, -4.5892], [-0.7312, 4.5140, -3.3035], [0.5466, -4.6182, -2.8358], [-1.1156, -4.7818, -2.7590], [-1.9078, -3.7664, -3.2110], [-3.2588, -3.7675, -3.1912], [-3.9345, -4.8484, -2.7191], [-3.1763, -5.9362, -2.2249], [-1.8141, -5.9033, -2.2350], [-1.4221, -2.9219, -3.5037], [-3.7321, -2.8633, -3.5443], [-5.0127, -4.8536, -2.7047], [-3.6869, -6.8034, -1.8261], [-1.2208, -6.7192, -1.8513], [-0.0797, -4.8971, 0.8739], [-1.5054, -3.8421, 1.5566], [-2.5370, -4.4670, 2.2382], [-3.5865, -3.6678, 2.6554], [-3.5610, -2.3106, 2.3680], [-2.4831, -1.7955, 1.6707], [-1.4602, -2.5568, 1.2660], [-2.5132, -5.5308, 2.4192], [-4.4202, -4.1054, 3.1884], [-4.3673, -1.6579, 2.6690], [-2.4043, -0.7463, 1.4105], [-2.0593, -0.9704, -3.1037], [-1.9031, -1.3656, -1.7996], [-3.1588, -1.5845, -1.3286]],
  "forces_ev_per_a": [[-2.018, -0.367, -0.801], [-0.024, 0.058, 0.012], [0.198, -0.140, -0.152], [0.224, 0.057, 0.026], [-0.021, 0.032, 0.042], [0.207, 0.034, -0.265], [-0.005, -0.009, 0.041], [0.159, 0.186, 0.196], [0.104, -0.030, 0.040], [0.406, -0.027, -0.242], [-0.047, 0.010, 0.339], [0.110, -0.173, 0.159], [0.011, 0.056, 0.054], [0.011, 0.003, 0.021], [-0.001, 0.009, -0.012], [0.014, 0.007, -0.011], [-0.008, 0.000, -0.001], [0.001, 0.005, 0.005], [-0.004, -0.001, 0.000], [-0.003, -0.012, -0.003], [-0.008, -0.013, -0.007], [-0.002, 0.000, -0.003], [-0.029, 0.002, -0.034], [0.009, -0.004, 0.016], [-0.003, 0.000, 0.010], [0.018, 0.033, 0.067], [-0.007, 0.043, 0.021], [-0.017, 0.021, 0.051], [-0.002, -0.001, -0.010], [0.011, 0.012, 0.010], [-0.007, -0.033, -0.027], [0.000, -0.001, -0.002], [-0.053, 0.013, 0.003], [0.116, -0.019, 0.102], [-0.025, -0.019, -0.165], [0.095, 0.109, -0.031], [0.003, 0.052, -0.057], [0.010, 0.023, 0.057], [-0.167, 0.073, 0.081], [0.181, 0.082, -0.010], [-0.109, -0.129, -0.054], [-0.058, -0.094, 0.052], [-0.056, -0.014, -0.023], [0.081, 0.115, 0.004], [0.204, 0.194, 0.299], [-0.031, 0.018, 0.026], [0.246, -0.042, 0.170], [-0.102, 0.009, -0.065], [0.007, -0.053, 0.033], [-0.009, 0.010, -0.004], [0.025, -0.032, -0.017], [0.005, 0.008, 0.012], [-0.016, 0.002, -0.007], [0.016, -0.002, -0.002], [0.005, 0.004, 0.012], [-0.018, -0.064, 0.009], [0.007, -0.006, 0.009], [0.023, 0.006, -0.011], [0.008, -0.007, -0.006], [0.005, -0.006, 0.002], [0.365, 0.003, -0.042], [-0.236, 0.150, 0.004], [0.030, -0.237, -0.037], [-0.089, -0.148, -0.076], [0.117, -0.081, 0.021], [-0.158, 0.151, -0.051], [0.088, 0.024, -0.054], [-0.079, -0.146, -0.028], [0.030, -0.024, 0.009], [-0.012, 0.005, 0.001], [-0.009, -0.014, 0.010], [0.003, -0.020, -0.009], [0.013, 0.052, 0.038], [-0.143, -0.005, -0.211], [0.069, 0.024, -0.033], [-0.026, 0.078, -0.019], [-0.008, -0.057, 0.000], [-0.069, 0.081, 0.007], [0.335, -0.081, 0.289], [0.008, -0.009, 0.014], [-0.005, 0.004, 0.015], [-0.009, 0.008, -0.001], [-0.018, -0.057, 0.029], [-0.004, 0.219, -0.702], [0.592, 0.163, 0.514], [-0.451, -0.070, 0.351]],
  "lowdin_charge": [1.33, -0.01, -0.23, -0.25, -0.03, -0.22, -0.05, -0.23, -0.06, -0.25, -0.03, -0.23, -0.03, 0.09, 0.07, 0.09, 0.10, 0.08, 0.08, 0.09, 0.07, 0.06, -0.01, 0.06, 0.10, 0.10, 0.07, 0.04, 0.09, 0.08, 0.07, 0.72, -0.70, -0.13, -0.04, -0.30, -0.03, -0.12, 0.07, 0.07, -0.25, -0.02, 0.00, -0.39, -0.29, -0.15, 0.05, -0.15, -0.04, 0.00, -0.09, 0.10, 0.12, 0.12, 0.10, 0.11, 0.11, 0.11, 0.10, 0.11, 0.59, -0.80, 0.04, -0.08, -0.06, -0.06, -0.12, 0.10, 0.13, 0.10, 0.11, 0.10, 0.84, -0.71, -0.11, -0.06, -0.04, -0.12, -0.01, 0.10, 0.11, 0.11, 0.10, 0.03, -0.64, 0.06]
}


Listing strongest force on any atom for the structures above in their given order: 1.17; 1.18; 2.20 eV/Å.
Listing energy for the structures above in their given order: -10490.7496; -103951.3459; -206322.6855 eV.